(1)
{"formula": "C5H12NO2S", "method": "ωB97M-V/def2-TZVPD", "mol_weight_g_mol": 150.22, "homo_ha": -0.1024, "total_charge": -1, "e_tot_ev": -21800.3175, "relative_energy_kj_mol": 105.7, "orbital_gap_ev": 6.318, "symbols": ["S", "H", "C", "H", "C", "O", "N", "C", "C", "H", "H", "C", "H", "H", "H", "O", "H", "H", "H", "H", "H"], "xyz": [[0.302, 2.425, -1.278], [-2.359, -1.218, -1.804], [-1.368, -1.790, -1.829], [0.501, -1.886, -0.705], [-1.003, -1.095, 0.592], [-1.908, -1.764, 1.126], [-0.511, -0.064, 1.380], [-0.473, -1.319, -0.756], [0.591, 0.713, 0.864], [-1.658, -2.824, -1.544], [-1.048, 0.145, 2.199], [0.057, 2.144, 0.560], [0.511, 2.899, 1.085], [-0.900, -1.637, -2.761], [1.139, 0.268, 0.061], [3.162, -1.546, 0.782], [-1.051, 2.284, 0.579], [1.422, 0.946, 1.659], [2.716, -0.980, 1.419], [-0.079, -0.363, -1.210], [2.696, -1.423, -0.050]], "forces_ev_per_a": [[0.3, 0.2, 0.1], [1.4, -0.5, -0.1], [-3.3, -1.1, 1.8], [-1.0, -0.1, 0.1], [-1.8, 0.3, 3.6], [0.4, 0.0, -1.3], [1.3, -2.2, -2.6], [3.2, 2.0, -1.4], [0.2, 3.5, 3.5], [0.1, 0.2, -1.0], [0.1, 0.1, 0.2], [-1.3, -1.6, -3.7], [1.2, 1.7, 1.4], [0.4, -0.3, -1.2], [-0.3, -0.1, -0.5], [0.2, -0.3, 0.0], [0.8, -0.7, 0.9], [-1.3, -1.0, -0.7], [-0.1, 0.1, -0.1], [-0.5, -0.4, 1.0], [0.0, 0.2, 0.1]]}



(2)
{"formula": "C3H16NO3S", "method": "ωB97M-V/def2-TZVPD", "mol_weight_g_mol": 146.23, "homo_ha": -0.4563, "total_charge": 1, "e_tot_ev": -21830.6956, "relative_energy_kj_mol": 230.2, "orbital_gap_ev": 9.336, "symbols": ["C", "O", "C", "H", "H", "O", "O", "H", "H", "S", "H", "H", "N", "C", "H", "H", "H", "H", "H", "H", "H", "H", "H", "H"], "xyz": [[-0.178, -0.632, 1.841], [0.183, 3.281, -1.225], [-0.482, 0.752, 1.064], [0.852, -0.808, 1.487], [-1.149, -2.459, 2.576], [2.665, 0.967, -1.135], [0.090, -2.087, -2.492], [-1.509, 1.203, 1.219], [-2.201, -1.306, 1.938], [-1.281, -2.818, 0.164], [0.877, 3.822, -0.858], [0.083, 1.497, -0.821], [-0.042, 0.605, -0.310], [-1.207, -1.778, 1.705], [0.993, 0.436, -0.182], [0.424, -2.701, -1.668], [-0.333, -0.127, -1.042], [-0.144, -0.262, 2.889], [-2.652, -3.208, 0.009], [1.981, 1.258, -1.674], [0.106, 1.609, 1.479], [3.348, 1.606, -0.994], [-0.425, 3.791, -0.677], [0.002, -2.643, -3.295]], "forces_ev_per_a": [[-0.2, 2.3, -0.7], [-0.3, 0.6, 0.9], [-1.7, -0.2, 2.1], [-0.3, -0.7, 0.6], [0.6, 0.2, -0.5], [0.8, -2.1, 2.0], [1.2, -2.0, 2.4], [0.7, -1.2, -0.8], [0.7, -0.4, -0.8], [-1.1, 0.2, 0.3], [2.0, -0.1, -0.5], [-1.0, 0.4, 0.2], [2.7, -0.5, -2.6], [-1.7, 0.2, 1.3], [-0.7, -0.4, -0.4], [-1.4, 2.0, -3.6], [-0.4, 0.6, 1.7], [0.1, -0.9, -0.5], [1.8, 0.9, 0.6], [-1.1, 1.4, -2.0], [0.2, -1.1, -0.2], [0.4, 0.8, -0.2], [-1.7, -0.5, -0.4], [0.3, 0.3, 0.9]]}